Formula: C29H24N13OS4Sr
Source: OMol25
Level of theory: ωB97M-V/def2-TZVPD

Values from the calculation:
- lowest unoccupied orbital energy (eV) = -2.944
- net charge = +1
- spin multiplicity = 1

Geometry (Å):
Sr (0.092, 0.569, -0.579)
S (2.658, -6.664, -2.976)
N (3.035, -5.818, -1.653)
C (2.272, -4.735, -1.678)
C (2.268, -3.689, -0.664)
C (3.123, -3.714, 0.436)
C (3.094, -2.667, 1.327)
C (2.210, -1.619, 1.089)
N (1.385, -1.585, 0.050)
C (1.402, -2.607, -0.825)
C (0.488, -2.538, -2.008)
N (-0.354, -1.497, -2.094)
C (-1.091, -1.365, -3.189)
C (-1.063, -2.271, -4.244)
C (-0.237, -3.366, -4.143)
C (0.558, -3.511, -3.007)
C (1.458, -4.641, -2.819)
N (1.601, -5.653, -3.661)
H (3.799, -4.548, 0.568)
H (3.746, -2.642, 2.189)
H (2.180, -0.764, 1.757)
H (-1.726, -0.486, -3.240)
H (-1.678, -2.105, -5.117)
H (-0.184, -4.110, -4.927)
C (-0.435, -0.591, 3.876)
C (-0.235, 0.491, 2.856)
O (-0.560, 0.348, 1.674)
N (0.327, 1.637, 3.274)
C (0.541, 2.787, 2.402)
C (1.887, 2.805, 1.710)
C (2.863, 3.701, 2.107)
C (4.077, 3.715, 1.434)
C (4.277, 2.817, 0.405)
C (3.251, 1.942, 0.081)
N (2.066, 1.940, 0.698)
H (-0.883, -1.456, 3.398)
H (-1.081, -0.241, 4.683)
H (0.521, -0.876, 4.317)
H (0.596, 1.700, 4.242)
H (0.431, 3.682, 3.014)
H (-0.267, 2.805, 1.669)
H (2.663, 4.386, 2.920)
H (4.852, 4.418, 1.710)
H (5.200, 2.786, -0.155)
H (3.365, 1.241, -0.737)
N (-4.553, -0.404, -1.055)
N (-3.800, 0.750, -0.793)
N (-4.354, 1.899, -0.509)
C (-3.282, 2.647, -0.253)
N (-2.153, 1.947, -0.346)
N (-2.513, 0.717, -0.705)
H (-5.470, -0.062, -1.336)
H (-4.115, -0.856, -1.854)
H (-3.322, 3.694, -0.010)
S (-2.605, 5.015, -2.674)
C (-1.157, 4.197, -2.659)
S (-0.930, 2.650, -3.393)
C (0.686, 2.523, -2.777)
N (1.038, 3.561, -2.074)
N (0.009, 4.500, -2.057)
C (0.268, 5.720, -1.351)
C (0.715, 5.642, -0.045)
C (0.995, 6.806, 0.653)
C (0.812, 8.037, 0.036)
C (0.360, 8.099, -1.275)
C (0.088, 6.938, -1.983)
S (1.610, 1.062, -3.029)
H (0.866, 4.669, 0.400)
H (1.353, 6.759, 1.674)
H (1.026, 8.949, 0.577)
H (0.223, 9.061, -1.751)
H (-0.269, 6.968, -3.002)

---

Formula: C5H14N
Source: OMol25
Level of theory: ωB97M-V/def2-TZVPD

Values from the calculation:
- SMILES string = CC[C@@H](C)C[NH3+]
- lowest unoccupied orbital energy (eV) = -3.760
- net charge = +1
- spin multiplicity = 1

Geometry (Å):
C (2.325, 0.379, -1.060)
C (1.184, -0.543, -0.636)
C (0.089, 0.174, 0.176)
C (-0.420, 1.408, -0.553)
C (-1.090, -0.842, 0.309)
N (-1.842, -0.637, 1.609)
H (2.732, 1.049, -0.308)
H (2.032, 1.018, -1.897)
H (3.157, -0.224, -1.423)
H (0.654, -0.868, -1.532)
H (1.628, -1.343, -0.048)
H (0.401, 0.414, 1.199)
H (0.370, 2.150, -0.509)
H (-1.370, 1.771, -0.134)
H (-0.781, 1.154, -1.551)
H (-1.829, -0.612, -0.472)
H (-0.910, -1.874, 0.024)
H (-2.610, -1.302, 1.685)
H (-2.227, 0.313, 1.610)
H (-1.167, -0.711, 2.376)

---

Formula: C17H20N2OS
Source: OMol25
Level of theory: ωB97M-V/def2-TZVPD

Values from the calculation:
- SMILES string = Cc1cccc(CSCCNC(=O)Nc2ccccc2)c1
- lowest unoccupied orbital energy (eV) = 0.614
- net charge = 0
- spin multiplicity = 1

Geometry (Å):
C (-4.185, -1.667, 0.597)
C (-2.738, -2.054, 0.590)
C (-2.089, -2.311, -0.612)
C (-0.752, -2.664, -0.626)
C (-0.042, -2.751, 0.559)
C (-0.670, -2.484, 1.770)
C (0.115, -2.531, 3.043)
S (1.646, -1.522, 2.957)
C (1.033, 0.157, 3.326)
C (-0.033, 0.654, 2.356)
N (0.361, 0.480, 0.984)
C (0.377, 1.512, 0.093)
O (0.116, 2.652, 0.408)
N (0.720, 1.094, -1.174)
C (0.853, 1.853, -2.337)
C (1.146, 1.179, -3.522)
C (1.295, 1.876, -4.705)
C (1.155, 3.253, -4.725)
C (0.864, 3.924, -3.549)
C (0.712, 3.237, -2.359)
C (-2.017, -2.145, 1.772)
H (-4.772, -2.371, 0.010)
H (-4.309, -0.680, 0.153)
H (-4.579, -1.641, 1.610)
H (-2.637, -2.235, -1.539)
H (-0.260, -2.874, -1.565)
H (1.005, -3.022, 0.556)
H (-0.465, -2.190, 3.900)
H (0.477, -3.542, 3.237)
H (1.928, 0.775, 3.266)
H (0.656, 0.165, 4.349)
H (-0.192, 1.726, 2.505)
H (-0.979, 0.130, 2.541)
H (0.565, -0.465, 0.695)
H (0.879, 0.104, -1.299)
H (1.258, 0.103, -3.511)
H (1.523, 1.340, -5.615)
H (1.273, 3.798, -5.650)
H (0.754, 4.998, -3.555)
H (0.484, 3.759, -1.446)
H (-2.514, -1.951, 2.714)

---

Formula: C2H3N3S
Source: OMol25
Level of theory: ωB97M-V/def2-TZVPD

Values from the calculation:
- lowest unoccupied orbital energy (alpha / beta) (eV) = -3.073 / -3.075
- net charge = 0
- spin multiplicity = 1

Geometry (Å):
C (0.326, -0.418, 0.323)
C (1.189, 0.638, 0.437)
N (-0.523, -0.140, -0.733)
N (0.698, 1.611, -0.497)
N (-0.277, 1.160, -1.144)
S (-2.547, -1.471, 0.834)
H (0.200, -1.350, 0.926)
H (2.075, 0.717, 1.123)
H (-1.140, -0.748, -1.269)

---

Formula: C23H27ClN4O6
Source: OMol25
Level of theory: ωB97M-V/def2-TZVPD

Values from the calculation:
- SMILES string = CCCO[C@@](Cl)(C#N)[C@H](C#N)CCCOC.O=[N+]([O-])c1ccccc1.O=[N+]([O-])c1ccccc1
- lowest unoccupied orbital energy (eV) = -0.614
- net charge = 0
- spin multiplicity = 1

Geometry (Å):
C (3.316, -0.243, 0.461)
C (1.815, -0.381, 0.511)
C (1.123, 0.822, -0.067)
O (-0.267, 0.650, -0.355)
C (-1.091, 0.329, 0.678)
Cl (-1.214, -1.459, 0.895)
C (-0.687, 0.926, 1.947)
N (-0.351, 1.461, 2.929)
C (-2.501, 0.865, 0.314)
C (-2.393, 2.312, 0.231)
N (-2.446, 3.476, 0.106)
C (-3.602, 0.411, 1.264)
C (-4.852, 1.287, 1.286)
C (-5.941, 0.812, 0.352)
O (-6.496, -0.409, 0.784)
C (-6.175, -1.532, -0.006)
H (3.686, -0.101, -0.544)
H (3.698, 0.545, 1.095)
H (3.748, -1.158, 0.823)
H (1.526, -1.262, -0.045)
H (1.496, -0.555, 1.528)
H (1.581, 1.016, -1.024)
H (1.296, 1.711, 0.521)
H (-2.695, 0.519, -0.689)
H (-3.904, -0.566, 0.938)
H (-3.230, 0.272, 2.264)
H (-4.659, 2.338, 1.124)
H (-5.275, 1.206, 2.276)
H (-5.605, 0.777, -0.676)
H (-6.728, 1.553, 0.404)
H (-5.377, -2.107, 0.445)
H (-7.040, -2.176, -0.035)
H (-5.931, -1.270, -1.026)
O (6.204, -1.791, 0.444)
N (6.184, -2.802, 1.113)
O (5.688, -3.849, 0.761)
C (6.789, -2.747, 2.451)
C (7.327, -1.554, 2.895)
C (7.881, -1.502, 4.163)
C (7.893, -2.636, 4.964)
C (7.354, -3.827, 4.497)
C (6.796, -3.887, 3.231)
H (7.315, -0.676, 2.268)
H (8.301, -0.575, 4.527)
H (8.322, -2.590, 5.956)
H (7.367, -4.709, 5.121)
H (6.374, -4.810, 2.864)
O (-4.943, 1.458, -2.817)
N (-4.611, 1.312, -3.976)
O (-5.305, 0.810, -4.830)
C (-3.265, 1.755, -4.358)
C (-2.443, 2.300, -3.390)
C (-1.161, 2.687, -3.740)
C (-0.724, 2.535, -5.049)
C (-1.569, 1.997, -6.011)
C (-2.850, 1.601, -5.668)
H (-2.787, 2.424, -2.375)
H (-0.507, 3.110, -2.991)
H (0.279, 2.837, -5.320)
H (-1.227, 1.882, -7.030)
H (-3.509, 1.177, -6.410)

---

Formula: C3H3BiFO2
Source: OMol25
Level of theory: ωB97M-V/def2-TZVPD

Values from the calculation:
- lowest unoccupied orbital energy (alpha / beta) (eV) = -17.514 / -18.480
- net charge = +3
- spin multiplicity = 1

Geometry (Å):
F (2.628, -2.725, 1.702)
H (1.811, -2.090, 1.804)
H (0.317, -4.686, 4.180)
O (1.306, -3.620, 5.703)
O (0.420, -1.800, 4.997)
C (0.974, -3.814, 4.302)
C (0.382, -2.550, 3.900)
C (0.902, -2.487, 6.078)
H (1.932, -3.972, 3.631)
Bi (0.882, -1.589, 8.140)

---

Formula: C5H6O5Tl
Source: OMol25
Level of theory: ωB97M-V/def2-TZVPD

Values from the calculation:
- lowest unoccupied orbital energy (alpha / beta) (eV) = -10.791 / -10.814
- net charge = +2
- spin multiplicity = 2

Geometry (Å):
H (1.919, -2.904, -1.053)
O (-2.632, 0.249, 1.746)
C (1.033, -2.277, -1.132)
C (-3.633, -0.063, 2.270)
H (0.538, -2.231, -2.098)
H (0.504, 2.792, -1.295)
C (0.604, 2.048, -0.485)
C (1.265, 0.736, -0.916)
O (1.059, -0.180, 0.142)
C (0.659, -1.536, -0.016)
O (-4.341, -0.665, 3.015)
O (-0.113, -1.764, 1.003)
Tl (-0.672, 0.087, 1.277)
O (-0.550, 1.886, 0.199)
H (1.254, 2.577, 0.269)
H (2.336, 0.882, -1.103)
H (0.771, 0.362, -1.824)